C20H40O10S5 | ωB97M-V/def2-TZVPD

Values from the calculation:
SMILES: O=S1(=O)CCCC1.O=S1(=O)CCCC1.O=S1(=O)CCCC1.O=S1(=O)CCCC1.O=S1(=O)CCCC1
F_max (eV/Å): 10.75
Frontier orbital gap (eV): 10.6128
Molecular weight (g mol⁻¹): 600.9
Relative energy (zero: lowest compared OMol25 entry of this formula, charge and spin) (kcal/mol): 198.7
Highest occupied orbital energy (eV): -10.20

Structure (ORCA input):
```
! wB97M-V def2-TZVPD RIJCOSX def2/J DEFGRID3
* xyz 0 1
C -1.932 1.741 -4.970
C -0.468 1.490 -5.411
C -0.177 0.005 -5.498
S -1.457 -0.843 -4.600
O -0.876 -1.429 -3.453
O -2.229 -1.581 -5.582
C -2.357 0.655 -4.088
H -2.562 1.667 -5.998
H -2.018 2.738 -4.391
H 0.379 1.844 -4.626
H -0.331 2.136 -6.257
H 0.834 -0.268 -5.017
H -0.329 -0.336 -6.606
H -1.866 0.683 -3.141
H -3.349 0.410 -4.030
C -1.659 -2.472 0.388
C -0.127 -2.653 0.158
C 0.357 -2.932 1.668
S -0.936 -3.815 2.506
O -1.376 -3.056 3.650
O -0.503 -5.168 2.681
C -2.213 -3.544 1.271
H -2.222 -2.382 -0.655
H -1.833 -1.688 1.023
H 0.411 -1.846 -0.229
H 0.092 -3.557 -0.410
H 0.342 -1.920 2.152
H 1.471 -3.395 1.399
H -3.120 -3.350 1.575
H -2.502 -4.516 0.709
C 0.584 4.032 -1.392
C -0.232 2.652 -1.090
C 0.713 1.695 -0.422
S 2.248 1.922 -1.485
O 2.191 1.050 -2.596
O 3.327 1.791 -0.439
C 2.007 3.658 -1.727
H 0.388 4.603 -0.409
H 0.045 4.435 -2.154
H -0.601 2.364 -2.015
H -1.034 2.903 -0.666
H 0.419 0.691 -0.241
H 0.730 2.021 0.649
H 2.154 3.558 -2.835
H 2.881 4.289 -1.458
C 4.178 -2.432 2.699
C 4.872 -1.998 1.430
C 3.904 -1.039 0.798
S 3.285 -0.009 2.096
O 1.868 -0.013 1.954
O 3.992 1.177 2.215
C 3.484 -1.151 3.420
H 4.925 -2.906 3.167
H 3.329 -3.203 2.608
H 5.160 -2.822 0.778
H 5.532 -1.417 1.654
H 3.139 -1.387 0.334
H 4.213 -0.305 0.035
H 2.516 -1.391 3.759
H 4.313 -0.832 4.272
C -2.084 0.073 3.317
C -3.247 0.751 4.023
C -4.123 1.383 2.932
S -2.997 1.701 1.630
O -2.838 3.121 1.514
O -3.262 0.876 0.500
C -1.567 1.086 2.353
H -2.584 -0.776 2.793
H -1.288 -0.212 3.927
H -2.788 1.526 4.663
H -3.619 0.032 4.951
H -4.786 2.248 3.167
H -4.836 0.723 2.492
H -1.084 2.023 2.891
H -0.834 0.862 1.714
*
```

Results of the Mulliken charge analysis, in e, for atoms 1 through 8: -0.384 -0.118 -0.662 1.079 -0.528 -0.701 -0.578 0.309

=====

C20H40O8 | ωB97M-V/def2-TZVPD

Values from the calculation:
SMILES: CCOC(C)=O.CCOC(C)=O.CC(C)=O.CC(C)=O.CC(C)=O.CC(C)=O
F_max (eV/Å): 11.26
Frontier orbital gap (eV): 9.6061
Molecular weight (g mol⁻¹): 408.5
Relative energy (zero: lowest compared OMol25 entry of this formula, charge and spin) (kcal/mol): 246.0
Highest occupied orbital energy (eV): -9.08

Structure (ORCA input):
```
! wB97M-V def2-TZVPD RIJCOSX def2/J DEFGRID3
* xyz 0 1
O 0.931 0.669 -3.461
C 0.219 1.442 -4.156
O 0.137 2.753 -3.980
C 0.929 3.535 -3.001
C 0.174 3.600 -1.712
C -0.713 0.928 -5.205
H 1.114 4.484 -3.479
H 1.954 2.916 -2.980
H -0.794 4.207 -1.783
H 0.537 4.121 -0.852
H -0.020 2.754 -1.337
H -0.175 -0.043 -5.719
H -0.973 1.686 -5.964
H -1.542 0.434 -4.730
O -2.807 2.131 1.186
C -2.033 2.682 1.894
O -1.945 4.052 2.197
C -2.935 4.905 2.011
C -2.350 6.469 2.083
C -0.836 1.857 2.538
H -3.719 4.842 2.806
H -3.477 4.920 0.962
H -1.774 6.735 3.159
H -2.986 7.192 1.621
H -1.612 6.385 1.327
H -0.100 2.386 2.075
H -0.726 0.862 2.100
H -0.823 1.746 3.555
C 1.894 0.186 -0.113
C 0.580 -0.486 0.146
O 0.561 -1.604 1.044
C -0.727 -0.015 -0.639
H 2.047 0.340 -1.271
H 2.815 -0.418 0.374
H 2.041 1.119 0.225
H -1.443 0.301 -0.138
H -0.922 -0.968 -1.020
H -0.344 0.709 -1.397
C -4.638 -2.564 2.532
C -3.711 -1.662 1.761
O -2.759 -0.903 2.313
C -3.670 -1.839 0.291
H -5.623 -2.020 2.445
H -4.242 -2.804 3.394
H -5.009 -3.492 2.142
H -4.708 -2.116 -0.153
H -2.955 -2.560 -0.057
H -3.375 -1.149 -0.535
C 4.033 -3.058 3.936
C 3.662 -3.220 2.525
O 4.405 -2.678 1.546
C 2.376 -3.899 2.249
H 5.030 -3.552 4.078
H 3.438 -3.663 4.572
H 4.048 -1.951 4.489
H 1.529 -3.462 2.903
H 2.611 -4.755 2.430
H 2.133 -3.730 1.199
C 4.001 -2.887 -2.289
C 2.697 -3.839 -2.738
O 2.846 -4.591 -3.739
C 1.438 -3.964 -1.925
H 4.862 -2.900 -2.860
H 4.287 -3.132 -1.372
H 3.702 -1.609 -2.337
H 1.104 -2.902 -1.584
H 1.686 -4.455 -1.092
H 0.645 -4.459 -2.489
*
```

Results of the natural (NBO) charge analysis, in e, for atoms 1 through 8: -0.652 0.798 -0.516 -0.069 -0.640 -0.719 0.204 0.208

=====

C20H40P2PbSi | ωB97M-V/def2-TZVPD

Values from the calculation:
F_max (eV/Å): 4.77
Frontier orbital gap (spin up / spin down) (eV): 4.9521 / 4.9472
Molecular weight (g mol⁻¹): 577.8
Relative energy (zero: lowest compared OMol25 entry of this formula, charge and spin) (kcal/mol): 53.4
Highest occupied orbital energy (spin up / spin down) (eV): -4.69 / -4.69

Structure (ORCA input):
```
! wB97M-V def2-TZVPD RIJCOSX def2/J DEFGRID3
* xyz 0 1
P 1.006 -0.047 -4.322
P 1.727 2.930 -3.318
C 0.972 1.431 -5.460
C 2.067 2.376 -5.084
H 0.001 1.917 -5.320
H 1.077 1.103 -6.494
H 3.057 1.902 -4.987
H 2.174 3.215 -5.786
C -0.107 3.244 -3.138
H -0.240 3.823 -2.204
H -0.736 2.338 -3.042
H -0.491 3.858 -3.975
C 2.307 4.634 -3.698
H 1.537 5.145 -4.310
H 3.227 4.581 -4.302
H 2.510 5.195 -2.778
C -0.360 -0.762 -5.363
H -0.510 -1.825 -5.139
H -0.105 -0.643 -6.433
H -1.306 -0.240 -5.177
C 2.289 -1.106 -5.105
H 3.215 -1.158 -4.524
H 2.497 -0.734 -6.120
H 1.868 -2.120 -5.161
Pb 2.377 0.789 -2.444
C -2.468 -0.815 -3.092
C -3.360 -1.135 -4.044
C -3.908 -2.511 -4.347
C -3.197 -3.621 -3.578
C -1.741 -3.760 -4.000
C -0.655 -3.381 -3.283
C -0.651 -2.444 -2.113
C -1.927 -1.560 -1.901
C 1.812 -2.132 0.484
H -2.018 0.181 -3.191
H -3.735 -0.344 -4.722
H -3.767 -2.659 -5.433
H -5.009 -2.520 -4.229
H -3.317 -3.471 -2.500
H -3.695 -4.561 -3.870
H -1.602 -4.461 -4.854
H 0.301 -3.920 -3.388
H 0.219 -1.746 -2.098
H -0.582 -3.127 -1.242
H -2.686 -2.162 -1.389
H -1.663 -0.786 -1.158
H 2.267 -2.555 1.391
H 2.525 -2.263 -0.336
H 0.922 -2.734 0.269
C -0.977 2.189 2.520
Si 0.596 1.199 2.732
C 1.966 2.278 3.373
C 0.263 -0.120 4.072
C 1.117 0.336 1.150
C 1.461 -0.753 0.680
H -1.828 1.711 3.022
H -1.218 2.279 1.456
H -0.874 3.199 2.939
H 2.421 1.857 4.276
H 2.750 2.371 2.620
H 1.612 3.283 3.622
H -0.798 -0.412 4.092
H 0.855 -1.026 3.870
H 0.531 0.240 5.079
*
```

Results of the natural (NBO) charge analysis, in e, for atoms 1 through 8: 0.809 0.878 -0.724 -0.723 0.221 0.224 0.252 0.211

=====

C20H41BIrN11O2 | ωB97M-V/def2-TZVPD

Values from the calculation:
F_max (eV/Å): 0.96
Frontier orbital gap (spin up / spin down) (eV): 8.9165 / 6.8789
Molecular weight (g mol⁻¹): 670.7
Expectation value of S²: 0.7534
Relative energy (zero: lowest compared OMol25 entry of this formula, charge and spin) (kcal/mol): 33.1
Highest occupied orbital energy (spin up / spin down) (eV): -17.10 / -17.17

Structure (ORCA input):
```
! wB97M-V def2-TZVPD RIJCOSX def2/J DEFGRID3
* xyz 3 2
Ir 0.362 -0.468 0.423
C 1.828 4.140 0.216
N 1.257 3.668 1.482
C 1.184 4.607 2.610
C 0.895 2.389 1.595
N 1.076 1.508 0.651
N 0.323 2.035 2.811
C -0.297 0.862 3.140
N -0.790 0.803 4.381
N -0.395 -0.130 2.298
H 1.850 5.224 0.232
H 1.201 3.836 -0.623
H 2.847 3.772 0.080
H 1.657 5.536 2.311
H 1.737 4.238 3.476
H 0.149 4.835 2.876
H 1.422 1.930 -0.199
H 0.268 2.773 3.495
H -0.724 1.573 5.026
H -1.273 -0.017 4.711
H -0.842 -0.950 2.689
N 4.452 -1.568 0.489
C 4.543 -1.126 1.785
C 3.311 -0.645 2.112
N 2.481 -0.790 1.030
C 3.197 -1.351 0.066
C 2.522 -1.607 -1.187
N 1.245 -1.238 -1.292
C 0.831 -1.581 -2.562
C 1.872 -2.159 -3.215
N 2.928 -2.163 -2.334
H 5.215 -1.976 -0.033
H 5.459 -1.195 2.347
H 2.984 -0.217 3.043
H -0.169 -1.393 -2.912
H 1.953 -2.562 -4.209
H 3.845 -2.536 -2.534
C -1.695 -4.862 2.139
C -0.830 -3.895 1.333
C -0.451 -4.515 -0.010
C 0.424 -3.537 2.129
N -1.708 -2.740 1.078
N -1.313 -1.739 0.149
H -1.109 -5.737 2.419
H -2.557 -5.191 1.562
H -2.046 -4.398 3.064
H 0.048 -5.469 0.154
H 0.252 -3.888 -0.571
H -1.336 -4.700 -0.620
H 1.077 -4.405 2.220
H 0.177 -3.206 3.141
H 1.010 -2.753 1.638
H -2.257 -2.379 1.843
H -2.134 -1.151 -0.006
H -1.243 -2.213 -0.754
C -1.803 0.474 -3.977
C -2.308 1.030 -2.661
C -3.820 1.049 -2.627
O -1.845 0.088 -1.596
B -0.759 0.651 -1.009
O -0.457 1.894 -1.434
C -1.619 2.368 -2.232
C -1.091 3.204 -3.377
C -2.452 3.209 -1.282
H -2.214 -0.524 -4.133
H -0.714 0.432 -4.018
H -2.139 1.095 -4.807
H -4.209 0.074 -2.918
H -4.201 1.779 -3.343
H -4.207 1.304 -1.643
H -0.368 2.664 -3.983
H -0.618 4.105 -2.987
H -1.913 3.523 -4.021
H -2.796 2.632 -0.422
H -3.326 3.620 -1.785
H -1.852 4.045 -0.925
*
```

Results of the Mulliken charge analysis, in e, for atoms 1 through 8: 1.183 -0.916 0.144 -1.144 0.194 -0.200 0.052 0.579

=====

C20H41BN2O4 | ωB97M-V/def2-TZVPD

Values from the calculation:
F_max (eV/Å): 4.20
Frontier orbital gap (spin up / spin down) (eV): 8.6616 / 8.9037
Molecular weight (g mol⁻¹): 384.4
Expectation value of S²: 2.0088
Relative energy (zero: lowest compared OMol25 entry of this formula, charge and spin) (kcal/mol): 43.0
Highest occupied orbital energy (spin up / spin down) (eV): -8.78 / -9.40

Structure (ORCA input):
```
! wB97M-V def2-TZVPD RIJCOSX def2/J DEFGRID3
* xyz 0 3
B -2.988 -2.178 1.617
C -1.483 -2.805 1.747
C -1.022 -3.120 0.231
O -0.838 -4.269 -0.195
O -0.810 -2.017 -0.673
H -3.886 -2.913 1.848
H -3.232 -1.082 1.259
H -0.739 -2.129 2.297
H -1.520 -3.822 2.266
H -0.071 -1.517 -0.248
C -0.146 -0.386 -4.048
C -1.608 0.135 -4.111
C -2.566 -0.971 -4.614
C -2.440 -1.238 -6.109
C -2.635 0.056 -6.896
C -1.670 1.167 -6.439
N -1.681 1.371 -4.952
O -2.845 1.999 -4.644
C -0.249 0.815 -6.944
C -1.992 2.480 -7.197
C -1.946 0.397 -2.619
H -0.105 -1.477 -4.099
H 0.505 0.000 -4.826
H 0.354 -0.079 -3.125
H -3.603 -0.693 -4.399
H -2.387 -1.902 -4.065
H -1.467 -1.689 -6.329
H -3.190 -1.974 -6.417
H -2.496 -0.149 -7.962
H -3.675 0.384 -6.783
H 0.499 1.487 -6.517
H -0.186 0.914 -8.031
H 0.039 -0.216 -6.738
H -3.024 2.808 -7.052
H -1.859 2.351 -8.274
H -1.328 3.289 -6.877
H -1.314 1.187 -2.206
H -1.772 -0.508 -2.029
H -2.991 0.678 -2.456
C 3.650 -0.188 6.495
C 3.046 -0.481 5.094
C 3.680 0.432 4.018
C 3.190 1.874 4.091
C 1.666 1.917 4.018
C 1.005 1.042 5.101
N 1.556 -0.355 5.136
O 1.067 -1.004 4.049
C 1.180 1.746 6.469
C -0.532 1.043 4.904
C 3.522 -1.931 4.809
H 4.574 0.391 6.422
H 2.987 0.345 7.169
H 3.878 -1.109 7.039
H 3.459 0.043 3.019
H 4.772 0.419 4.108
H 3.554 2.347 5.008
H 3.615 2.450 3.263
H 1.333 2.955 4.118
H 1.351 1.592 3.019
H 0.867 1.096 7.289
H 0.566 2.649 6.524
H 2.199 2.086 6.652
H -0.831 0.691 3.914
H -0.937 2.054 5.004
H -1.024 0.416 5.653
H 3.091 -2.634 5.526
H 4.611 -1.993 4.898
H 3.272 -2.276 3.801
*
```

Results of the natural (NBO) charge analysis, in e, for atoms 1 through 8: 0.503 -0.882 0.800 -0.534 -0.735 -0.090 -0.087 0.280

=====

C20H41BN3O10 | ωB97M-V/def2-TZVPD

Values from the calculation:
F_max (eV/Å): 1.45
Frontier orbital gap (eV): 5.9431
Molecular weight (g mol⁻¹): 494.4
Highest occupied orbital energy (eV): -4.27

Structure (ORCA input):
```
! wB97M-V def2-TZVPD RIJCOSX def2/J DEFGRID3
* xyz -1 1
C -1.075 -1.062 -0.083
C -2.225 -2.025 -0.342
O -2.575 -1.953 -1.708
C -3.276 -3.087 -2.178
C -2.516 -4.130 -2.985
O -1.635 -4.964 -2.287
B -0.303 -4.692 -2.896
N 0.209 -3.347 -2.332
N 0.700 -5.885 -2.711
C 1.864 -5.663 -2.891
O 3.008 -5.404 -3.034
O -0.628 -4.472 -4.327
C -1.841 -3.776 -4.360
C -1.785 -2.286 -4.771
C -0.434 -1.834 -5.344
N -0.122 -0.423 -5.002
H -1.446 -0.042 -0.012
H -0.426 -1.102 -0.952
H -0.524 -1.340 0.805
H -3.084 -1.662 0.242
H -1.951 -3.038 -0.047
H -4.161 -2.776 -2.740
H -3.646 -3.631 -1.300
H -3.345 -4.809 -3.266
H 0.815 -2.855 -2.975
H 0.665 -3.430 -1.431
H -2.474 -4.255 -5.118
H -2.035 -1.612 -3.956
H -2.528 -2.118 -5.553
H 0.364 -2.482 -4.993
H -0.459 -1.937 -6.431
H 0.874 -0.388 -4.815
H -0.530 -0.219 -4.095
O -0.676 -0.046 2.785
C -1.718 0.269 3.282
O -2.805 0.376 2.491
C -4.126 0.566 2.991
C -4.432 2.028 3.248
C -1.827 0.624 4.750
H -4.300 -0.053 3.873
H -4.779 0.185 2.207
H -3.781 2.445 4.017
H -5.467 2.151 3.569
H -4.275 2.607 2.338
H -1.526 1.663 4.879
H -1.138 -0.012 5.299
H -2.818 0.481 5.175
O 2.331 0.387 -2.965
C 2.881 0.457 -1.899
O 2.306 -0.122 -0.838
C 2.936 -0.239 0.440
C 2.742 1.005 1.279
C 4.156 1.250 -1.712
H 3.989 -0.507 0.326
H 2.447 -1.086 0.917
H 3.205 1.879 0.814
H 3.172 0.879 2.268
H 1.679 1.213 1.385
H 3.896 2.298 -1.573
H 4.749 1.149 -2.618
H 4.768 0.919 -0.877
O 3.802 2.579 3.802
C 3.260 3.648 3.818
O 2.066 3.771 3.203
C 1.250 4.938 3.295
C 1.644 5.988 2.276
C 3.912 4.866 4.433
H 1.249 5.331 4.313
H 0.238 4.589 3.091
H 2.660 6.346 2.441
H 0.966 6.840 2.326
H 1.604 5.566 1.272
H 4.596 5.299 3.704
H 4.481 4.541 5.300
H 3.213 5.630 4.765
*
```

Results of the Mulliken charge analysis, in e, for atoms 1 through 8: -0.627 -0.444 -0.263 -1.256 0.150 -0.666 0.829 -0.316

=====

C20H41Cl4O6P | ωB97M-V/def2-TZVPD

Values from the calculation:
SMILES: CCOCCOCCOC[PH](CCCCOC=O)(CCC(C)C)COC.ClC(Cl)(Cl)Cl
F_max (eV/Å): 0.50
Frontier orbital gap (eV): 7.7121
Molecular weight (g mol⁻¹): 550.3
Highest occupied orbital energy (eV): -7.55

Structure (ORCA input):
```
! wB97M-V def2-TZVPD RIJCOSX def2/J DEFGRID3
* xyz 0 1
C -2.767 4.008 -6.279
C -4.266 4.253 -6.361
O -4.999 3.453 -5.455
C -5.145 3.974 -4.161
C -4.168 3.365 -3.116
O -3.491 2.252 -3.649
C -2.159 2.104 -3.207
C -2.099 1.558 -1.791
O -0.750 1.523 -1.393
C -0.550 1.154 -0.032
P -0.152 -0.744 0.076
C -0.616 -0.721 1.880
C 0.039 -1.713 2.859
C 0.294 -1.078 4.230
C 1.308 -1.834 5.082
O 0.678 -2.747 5.996
C 0.916 -2.537 7.305
O 0.972 -3.407 8.110
C 1.563 -0.514 -0.575
C 2.660 -0.848 0.461
C 3.782 0.194 0.559
C 3.228 1.585 0.889
C 4.717 -0.261 1.682
C 0.041 -2.653 0.026
O -1.122 -3.317 0.509
C -2.108 -3.578 -0.466
H -2.585 2.936 -6.208
H -2.255 4.416 -7.152
H -2.340 4.469 -5.385
H -4.491 5.314 -6.191
H -4.635 4.004 -7.357
H -5.002 5.061 -4.170
H -6.175 3.794 -3.848
H -4.746 3.068 -2.233
H -3.449 4.125 -2.784
H -1.624 3.060 -3.253
H -1.686 1.404 -3.896
H -2.687 2.199 -1.118
H -2.571 0.567 -1.774
H -1.432 1.422 0.566
H 0.283 1.757 0.348
H -1.176 -0.892 -0.903
H -0.495 0.298 2.253
H -1.694 -0.907 1.864
H 0.991 -2.084 2.485
H -0.626 -2.567 2.990
H 0.653 -0.052 4.100
H -0.639 -1.004 4.794
H 1.948 -1.143 5.636
H 1.964 -2.443 4.457
H 0.976 -1.465 7.572
H 1.675 0.494 -0.968
H 1.655 -1.183 -1.433
H 2.251 -0.956 1.468
H 3.123 -1.797 0.183
H 4.317 0.220 -0.395
H 2.335 1.482 1.515
H 2.943 2.155 0.005
H 3.949 2.168 1.464
H 5.678 0.253 1.673
H 4.859 -1.342 1.651
H 4.238 -0.040 2.643
H 0.220 -2.920 -1.028
H 0.893 -3.043 0.588
H -1.662 -4.005 -1.372
H -2.799 -4.306 -0.043
H -2.677 -2.684 -0.741
C 5.340 -4.663 2.166
Cl 6.198 -4.524 3.700
Cl 3.701 -4.017 2.347
Cl 6.200 -3.745 0.923
Cl 5.246 -6.357 1.686
*
```

Results of the Mulliken charge analysis, in e, for atoms 1 through 8: -0.893 -0.314 -0.381 -0.496 -0.508 -0.378 -0.576 -0.089